The following is a quantum chemistry calculation of 2 unconnected molecules or ions with the total composition C4H9NO at a distorted geometry, from the OMol25 dataset.

Last column: natural (NBO) charge in e.
Element x y z (Å)
C  -1.3577  0.2457  0.5495  -0.4678
C  -1.9956  -0.9360  -1.3452  -0.4872
N  -0.9703  -0.6067  -0.6397  -0.6784
H  -1.4279  -0.4970  1.4073  0.1506
H  -2.2975  0.8138  0.3348  0.1433
H  -0.5742  0.9967  0.7733  0.1757
H  -1.7860  -1.4820  -2.3113  0.1313
H  -2.8563  -0.3180  -1.2418  0.0925
C  2.2113  0.9993  0.8314  -0.5421
C  1.8293  -0.2195  0.4950  0.1970
O  1.8173  -0.7198  -0.7981  -0.7530
H  2.3896  1.2761  1.8400  0.1892
H  2.2096  1.7460  0.0392  0.1866
H  1.7812  -0.9897  1.3227  0.1488
H  1.0272  -0.3089  -1.2571  0.5134

Values from the calculation:
Molecular weight   87.12 g/mol
Expectation value of S²   0.7527
Orbital gap (alpha / beta)   3.376 / 7.746 eV
Net charge   -1
HOMO level (alpha / beta)   0.732 / -3.679 eV
LUMO (alpha / beta)   4.109 / 4.067 eV
Energy above the lowest of the compared OMol25 structures with the same formula, charge and spin   1.946 eV
Spin multiplicity   2

***

The following is a quantum chemistry calculation of a gas-phase ion, C24H42N3O2 (charge +1) at a distorted geometry, from the OMol25 dataset.

Last column: Löwdin charge in e.
Element x y z (Å)
C  0.5284  0.8989  6.7793  -0.1647
C  -0.9851  0.9626  6.1091  -0.2604
C  -1.5969  -0.5852  6.2639  -0.2206
C  -1.2062  -1.5052  4.9519  -0.2218
C  -2.6368  -1.8435  4.1876  -0.2174
C  -3.0594  -0.5358  3.2456  -0.1990
C  -2.4297  -0.7612  1.7139  -0.2054
C  -2.5539  0.6041  0.8148  -0.2133
C  -3.0222  0.3756  -0.7395  -0.1949
C  -2.2715  -0.8509  -1.5230  -0.0922
C  -0.8768  -0.4519  -2.2815  -0.2019
O  0.1207  -1.2535  -1.4976  -0.1595
C  1.3232  -0.4379  -1.1924  -0.3238
C  1.1980  -0.0327  0.3915  -0.0237
C  2.5293  -1.5837  -1.3625  -0.1068
C  2.4065  -2.8636  -2.3585  0.0022
C  3.5305  -4.0704  -2.5530  -0.0037
C  4.8559  -3.8086  -1.5649  -0.0248
C  4.8041  -2.4453  -0.6754  -0.1016
N  3.7608  -1.3896  -0.5458  0.0225
C  1.1576  0.7037  -2.3567  -0.1223
C  2.0570  1.9725  -1.7465  -0.1423
C  2.6466  2.9349  -2.9721  -0.1078
N  -0.3597  0.9679  -2.2537  -0.0301
C  -0.9198  2.0108  -3.1937  -0.0857
C  -1.0698  1.5404  -4.7554  -0.0666
C  0.0717  2.3188  -5.6876  -0.3038
N  1.0431  1.4283  -6.4467  0.0922
O  0.1188  3.6748  -5.7945  -0.0552
H  0.4545  0.7151  7.9383  0.0840
H  1.1619  0.0262  6.2818  0.0817
H  1.0794  1.9145  6.5040  0.0781
H  -1.6314  1.7154  6.7598  0.1116
H  -0.9019  1.2891  4.9772  0.0921
H  -2.7648  -0.5425  6.4363  0.1097
H  -1.0540  -1.0620  7.1915  0.1062
H  -0.6417  -2.4966  5.2966  0.1187
H  -0.5308  -0.9189  4.1891  0.0996
H  -2.4356  -2.8199  3.5414  0.1128
H  -3.4618  -2.0655  5.0191  0.1151
H  -4.2490  -0.4570  3.1950  0.1232
H  -2.6964  0.4902  3.6929  0.1033
H  -1.3350  -1.1712  1.7781  0.0922
H  -3.1341  -1.5849  1.2159  0.1259
H  -3.4038  1.2647  1.3305  0.1271
H  -1.5831  1.2905  0.8378  0.0926
H  -4.1795  0.0856  -0.6988  0.1365
H  -2.9751  1.4161  -1.2726  0.0932
H  -3.0102  -1.2496  -2.3709  0.1336
H  -2.0438  -1.7989  -0.8466  0.1403
H  -0.9294  -1.0422  -3.2913  0.1730
H  0.5529  0.9508  0.5675  0.0824
H  2.2141  0.1450  0.9439  0.0990
H  0.6608  -0.9528  0.9273  0.1131
H  1.4157  -2.9438  -3.0105  0.0903
H  3.4076  -4.9997  -3.2523  0.0954
H  5.7547  -4.5859  -1.5481  0.1023
H  5.7804  -2.2643  -0.0082  0.1135
H  1.4783  0.4078  -3.4678  0.1857
H  2.9395  1.6220  -1.0626  0.1327
H  1.3021  2.6773  -1.1480  0.1315
H  2.8972  2.2734  -3.9099  0.0731
H  1.8751  3.7522  -3.3260  0.0791
H  3.6173  3.5074  -2.6490  0.0945
H  -0.4710  1.4142  -1.3135  0.1566
H  -0.1364  2.9116  -3.1919  0.1416
H  -1.9422  2.4791  -2.8702  0.1485
H  -1.1029  0.3843  -4.9314  0.1134
H  -2.1140  1.9696  -5.1420  0.1514
H  2.0088  1.7976  -6.2991  0.0965
H  0.9633  0.4819  -5.9702  0.0814

Values from the calculation:
SMILES string   CCCCCCCCCC[C@@H]1O[C@@](C)(c2ccccn2)[C@H](CC)[N@H+]1CCC(N)=O
Molecular weight   404.62 g/mol
Orbital gap   8.713 eV
Net charge   +1
HOMO level   -11.506 eV
LUMO   -2.793 eV

***

The following is a quantum chemistry calculation of a gas-phase ion, C4H10NO (charge -1) at a distorted geometry, from the OMol25 dataset.

Last column: natural (NBO) charge in e.
Element x y z (Å)
C  0.2371  1.2761  1.3436  -0.4280
N  1.0016  0.5278  0.4969  -0.6675
C  0.3509  -0.3779  -0.5334  -0.0577
C  -0.1208  -1.5744  0.3258  -0.6460
C  -0.7197  0.2743  -1.6034  -0.0288
O  -1.0811  -0.6533  -2.6091  -0.9606
H  -0.8632  1.1774  1.0035  0.2008
H  0.4470  2.3770  1.1640  0.1638
H  0.0098  1.0452  2.4042  0.1604
H  1.7652  0.0384  0.9169  0.3375
H  1.1510  -0.6745  -1.1813  0.1791
H  -1.1841  -1.7069  0.1611  0.2195
H  0.4435  -2.4439  0.0105  0.1937
H  0.1484  -1.3963  1.3265  0.1784
H  -1.5300  1.0692  -1.0698  0.0585
H  -0.0556  1.0417  -2.1560  0.0968

Values from the calculation:
SMILES string   CN[C@@H](C)C[O-]
Molecular weight   88.13 g/mol
Orbital gap   6.289 eV
Net charge   -1
HOMO level   -2.235 eV
LUMO   4.054 eV
Energy above the lowest of the compared OMol25 structures with the same formula, charge and spin   2.322 eV

***

The following is a quantum chemistry calculation of a molecular structure, C23H37Cl5N2O3PPt, from the OMol25 dataset.

Last column: Löwdin charge in e.
Element x y z (Å)
Pt  -0.3067  -0.6486  0.0882  1.0872
C  -2.8881  2.6108  3.7230  0.0129
N  -2.4393  1.2992  3.2331  -0.0918
C  -2.5922  0.1771  4.1693  0.0256
C  -1.9205  1.1214  2.0435  -0.3578
O  -1.5303  -0.0255  1.6753  -0.1895
C  -1.7872  2.2997  1.0896  -0.0981
O  -1.6789  1.8661  -0.2474  -0.1452
C  -2.9104  1.5537  -0.8637  -0.0880
C  -3.0571  0.0655  -1.1590  -0.3642
O  -2.0805  -0.7349  -1.0508  -0.1792
N  -4.2172  -0.3724  -1.5874  -0.1042
C  -5.3757  0.4915  -1.8437  0.0130
C  -4.4372  -1.7987  -1.8535  0.0203
H  -2.8504  2.5903  4.8086  0.1103
H  -2.2327  3.4089  3.3847  0.0990
H  -3.9150  2.8103  3.4167  0.1160
H  -3.5907  0.2222  4.5995  0.1140
H  -2.4565  -0.7640  3.6490  0.0655
H  -1.8572  0.2678  4.9690  0.1132
H  -2.6163  2.9988  1.2077  0.1385
H  -0.8668  2.8369  1.3291  0.1375
H  -3.7534  1.8912  -0.2565  0.1452
H  -2.9566  2.0921  -1.8143  0.1569
H  -5.0848  1.5233  -2.0113  0.0915
H  -5.8704  0.1354  -2.7446  0.1138
H  -6.0792  0.4339  -1.0132  0.1174
H  -3.7012  -2.3947  -1.3267  0.0927
H  -5.4349  -2.0586  -1.5066  0.1107
H  -4.3756  -1.9904  -2.9246  0.1129
Cl  -0.5851  -2.6065  2.5240  0.7626
C  0.7761  -1.5481  2.6298  -0.6953
C  1.1494  -0.7863  1.5142  -0.4031
C  2.2806  0.0045  1.6613  -0.4052
Cl  3.3490  0.4778  0.0184  0.8626
C  2.9920  0.1053  2.8475  -0.6848
Cl  4.4498  1.0265  2.9293  0.7579
C  2.5669  -0.6123  3.9660  -0.6971
Cl  3.4004  -0.4826  5.4442  0.7866
C  1.4575  -1.4566  3.8466  -0.6909
Cl  0.9346  -2.3607  5.1921  0.7800
C  4.4839  3.1011  -0.4619  -0.0616
C  3.2227  2.6219  0.0776  -0.2808
C  2.0103  2.8641  0.4472  0.0527
P  0.9243  -1.2928  -1.4740  1.0465
C  0.6865  -0.5365  -3.0982  -0.5442
C  1.8685  0.2161  -3.7191  -0.0652
C  0.1334  -1.6619  -4.0069  -0.0665
C  1.9967  -2.7451  -1.5005  -0.5323
C  3.2298  -2.6801  -2.4079  -0.0663
C  2.3131  -3.2867  -0.1087  -0.0854
H  4.4362  4.1937  -0.3597  0.1376
H  4.6158  2.8822  -1.5222  0.1020
H  5.3432  2.7600  0.1184  0.1064
H  4.3552  0.6962  -0.9448  0.0161
H  4.0169  -0.6213  0.3513  0.0419
H  1.3633  2.0636  0.8136  0.0525
H  1.6317  3.8806  0.5235  0.1212
H  -0.1175  0.1759  -2.8929  0.0984
H  2.7445  -0.4111  -3.8660  0.0716
H  2.1438  1.0919  -3.1293  0.0750
H  1.5564  0.5758  -4.6999  0.1062
H  0.8929  -2.4031  -4.2508  0.0854
H  -0.1878  -1.1971  -4.9398  0.1092
H  -0.7338  -2.1624  -3.5714  0.0858
H  1.2532  -3.4251  -1.9689  0.1474
H  3.9590  -1.9516  -2.0443  0.0799
H  2.9961  -2.4531  -3.4444  0.0693
H  3.7200  -3.6527  -2.3859  0.1088
H  3.0665  -2.6755  0.3960  0.0745
H  2.7318  -4.2873  -0.2141  0.1110
H  1.4352  -3.3490  0.5279  0.0538

Values from the calculation:
Molecular weight   792.88 g/mol
Orbital gap   5.728 eV
Net charge   +3
HOMO level   -16.527 eV
LUMO   -10.799 eV
Energy above the lowest of the compared OMol25 structures with the same formula, charge and spin   5.569 eV

***

Repeat the first record exactly.
The following is a quantum chemistry calculation of 2 unconnected molecules or ions with the total composition C4H9NO at a distorted geometry, from the OMol25 dataset.

Last column: natural (NBO) charge in e.
Element x y z (Å)
C  -1.3577  0.2457  0.5495  -0.4678
C  -1.9956  -0.9360  -1.3452  -0.4872
N  -0.9703  -0.6067  -0.6397  -0.6784
H  -1.4279  -0.4970  1.4073  0.1506
H  -2.2975  0.8138  0.3348  0.1433
H  -0.5742  0.9967  0.7733  0.1757
H  -1.7860  -1.4820  -2.3113  0.1313
H  -2.8563  -0.3180  -1.2418  0.0925
C  2.2113  0.9993  0.8314  -0.5421
C  1.8293  -0.2195  0.4950  0.1970
O  1.8173  -0.7198  -0.7981  -0.7530
H  2.3896  1.2761  1.8400  0.1892
H  2.2096  1.7460  0.0392  0.1866
H  1.7812  -0.9897  1.3227  0.1488
H  1.0272  -0.3089  -1.2571  0.5134

Values from the calculation:
Molecular weight   87.12 g/mol
Expectation value of S²   0.7527
Orbital gap (alpha / beta)   3.376 / 7.746 eV
Net charge   -1
HOMO level (alpha / beta)   0.732 / -3.679 eV
LUMO (alpha / beta)   4.109 / 4.067 eV
Energy above the lowest of the compared OMol25 structures with the same formula, charge and spin   1.946 eV
Spin multiplicity   2